DFT (ωB97M-V/def2-TZVPD) results for a molecular structure, C2H7MoO7P2Se2Te2.

The value obtained for the LUMO energy (spin up / spin down) is -13.8423 / -13.8411 eV. The total charge is +3. As for the highest occupied orbital energy (spin up / spin down): -19.6 / -19.6 eV. The gap between HOMO and LUMO (spin up / spin down) comes out at 0.2102 / 0.2104 Ha.

XYZ file:
```
23
C2H7MoO7P2Se2Te2 | OMol25 | ωB97M-V/def2-TZVPD
Mo -1.22 -1.47 0.55
C 1.81 1.97 0.18
C 0.82 0.81 0.14
O 0.45 0.24 1.42
P 1.50 -0.69 -0.69
O 1.35 -0.65 -2.21
O 3.00 -0.87 -0.39
O 0.59 -1.81 -0.17
P -0.76 1.37 -0.64
O -1.21 2.50 0.32
O -0.90 1.38 -2.08
O -1.75 0.08 -0.05
H 2.76 1.67 0.63
H 1.42 2.81 0.75
H 2.02 2.32 -0.84
H 0.44 0.91 2.12
H 1.99 -0.23 -2.82
H 3.39 -1.02 0.49
H -1.72 3.26 0.00
Se -2.69 -1.97 2.51
Te -4.61 -3.52 2.12
Te -4.36 -4.21 -0.34
Se -2.32 -2.90 -1.03
```



DFT (ωB97M-V/def2-TZVPD) results for 2 unconnected molecules or ions with the total composition C4H5N3 at a distorted geometry.

The value obtained for the LUMO energy is -2.1800 eV. The relative energy (zero: lowest compared OMol25 entry of this formula, charge and spin) comes out at 117.5 kcal per mole. The total charge is 0. As for the highest occupied orbital energy: -9.0 eV. The gap between HOMO and LUMO comes out at 0.2507 Ha.

XYZ file:
```
12
C4H5N3 | OMol25 | ωB97M-V/def2-TZVPD
C 0.90 -0.73 1.07
N 0.39 0.51 0.21
C -0.71 0.76 -0.41
C -0.99 2.06 -1.00
N -1.30 3.07 -1.48
C -1.12 -1.94 -0.98
N 0.05 -2.03 -0.97
H 0.81 -0.32 2.07
H 1.94 -0.89 0.77
H 0.42 -1.72 1.03
H 1.05 1.29 0.22
H -1.45 -0.05 -0.54
```



DFT (ωB97M-V/def2-TZVPD) results for a molecular structure, C36H86CdN2O20 at a distorted geometry.

The value obtained for the LUMO energy is -0.0019 eV. The total charge is 0. As for the highest occupied orbital energy: -8.2 eV. The gap between HOMO and LUMO comes out at 0.3016 Ha.

XYZ file:
```
145
C36H86CdN2O20 | OMol25 | ωB97M-V/def2-TZVPD
Cd -2.83 -3.63 0.66
C -0.38 -0.53 -0.43
C -1.34 -1.64 -0.36
O -2.51 -1.56 0.03
O -0.82 -2.73 -0.50
H -0.97 0.38 -0.46
H 0.21 -0.52 -1.35
H 0.25 -0.43 0.45
C -6.00 -3.90 3.26
C -5.03 -4.00 2.00
O -4.47 -5.08 1.68
O -4.69 -3.03 1.37
H -7.00 -4.30 3.09
H -6.05 -2.85 3.54
H -5.66 -4.41 4.16
C -2.08 0.95 -4.04
C -1.34 1.89 -5.05
O -0.88 1.29 -6.29
O -3.02 1.74 -3.44
H -1.42 0.47 -3.32
H -2.56 0.14 -4.58
H -0.45 2.11 -4.46
H -1.86 2.83 -5.20
H -0.36 0.55 -5.96
H -3.64 1.92 -4.15
C 2.49 -2.90 -1.22
C 4.05 -3.26 -1.27
O 4.39 -3.87 -2.53
O 1.62 -4.10 -1.21
H 2.19 -2.26 -2.04
H 2.20 -2.34 -0.33
H 4.37 -3.83 -0.39
H 4.63 -2.34 -1.18
H 3.88 -4.68 -2.57
H 0.80 -3.64 -1.03
C 5.10 -0.04 0.48
C 3.70 0.55 0.28
O 3.44 1.28 1.44
O 4.93 -1.19 1.35
H 5.83 0.68 0.86
H 5.37 -0.40 -0.51
H 2.99 -0.25 0.08
H 3.55 1.19 -0.59
H 3.54 0.79 2.26
H 4.80 -0.98 2.27
C -1.19 -4.71 2.68
C -0.77 -5.35 1.34
O -1.82 -5.45 0.34
O -1.83 -3.50 2.45
H -0.40 -4.64 3.43
H -2.02 -5.30 3.07
H -0.39 -6.35 1.56
H -0.09 -4.76 0.72
H -1.42 -5.87 -0.43
H -1.77 -3.06 3.30
C -1.69 -7.54 -2.42
C -1.28 -6.34 -3.31
O -1.50 -5.12 -2.55
O -0.82 -7.46 -1.36
H -1.59 -8.49 -2.95
H -2.74 -7.45 -2.13
H -1.84 -6.29 -4.25
H -0.27 -6.53 -3.69
H -0.72 -4.59 -2.74
H -0.48 -8.35 -1.25
C -0.69 -2.65 -5.00
C 0.68 -1.95 -5.25
O 0.61 -0.56 -5.22
O -1.01 -2.45 -3.65
H -0.69 -3.73 -5.11
H -1.56 -2.29 -5.54
H 1.14 -2.26 -6.19
H 1.45 -2.18 -4.50
H 1.44 -0.17 -5.49
H -0.67 -1.58 -3.45
C -4.74 1.00 -0.43
C -6.15 1.53 -0.86
O -7.08 0.43 -1.07
O -4.79 0.24 0.76
H -3.99 1.78 -0.31
H -4.37 0.32 -1.19
H -5.97 2.06 -1.80
H -6.61 2.14 -0.09
H -6.86 -0.30 -0.49
H -4.23 -0.54 0.71
C 1.60 3.92 -0.58
C 0.48 4.58 -1.33
C -0.91 4.15 -0.66
C -2.14 4.93 -1.01
C -1.82 6.40 -0.68
C -0.62 6.87 -1.53
N 0.54 6.07 -1.28
O 1.73 6.61 -1.92
C -0.98 6.90 -3.08
C -0.39 8.37 -1.07
C 0.42 4.12 -2.80
H 1.50 4.19 0.47
H 2.55 4.24 -1.00
H 1.58 2.84 -0.69
H -1.06 3.10 -0.92
H -0.94 4.18 0.43
H -3.06 4.70 -0.47
H -2.39 4.86 -2.07
H -1.62 6.56 0.38
H -2.68 6.96 -1.05
H -0.16 7.07 -3.78
H -1.55 6.11 -3.57
H -1.68 7.72 -3.30
H 0.08 8.39 -0.09
H 0.48 8.74 -1.63
H -1.17 9.10 -1.27
H -0.57 4.25 -3.23
H 0.82 3.12 -2.99
H 1.04 4.71 -3.47
H 2.31 6.84 -1.19
C 5.16 1.51 4.36
C 3.75 1.15 4.89
C 2.77 2.30 4.50
C 1.29 2.03 4.93
C 0.79 0.72 4.15
C 1.74 -0.45 4.32
N 3.22 -0.09 4.30
O 4.07 -1.12 4.42
C 1.46 -1.20 5.71
C 1.44 -1.43 3.10
C 3.91 1.09 6.47
H 5.93 0.81 4.70
H 5.22 1.63 3.28
H 5.68 2.35 4.80
H 3.10 3.14 5.12
H 2.96 2.78 3.54
H 1.11 1.78 5.98
H 0.58 2.80 4.62
H 0.62 0.96 3.10
H -0.22 0.53 4.52
H 1.93 -2.19 5.72
H 0.37 -1.30 5.69
H 1.73 -0.81 6.69
H 0.41 -1.52 2.75
H 1.82 -2.44 3.14
H 1.90 -1.02 2.21
H 4.27 2.01 6.93
H 2.93 0.88 6.91
H 4.59 0.30 6.79
H 3.88 -1.55 5.26
```



DFT (ωB97M-V/def2-TZVPD) results for 2 unconnected molecules or ions with the total composition C11H21N5O4 at a distorted geometry.

Its SMILES is CNC(=O)[C@H](CC(N)=O)NC(C)=O.NC(=O)C1(N)CC1. The value obtained for the LUMO energy is 0.3001 eV. The total charge is 0. As for the highest occupied orbital energy: -8.4 eV. The gap between HOMO and LUMO comes out at 0.3186 Ha.

XYZ file:
```
41
C11H21N5O4 | OMol25 | ωB97M-V/def2-TZVPD
C 1.21 -4.45 -0.34
N 1.42 -3.97 -1.70
C 1.44 -2.71 -2.18
O 1.74 -2.56 -3.35
C 1.12 -1.47 -1.31
C 2.41 -0.93 -0.67
C 2.20 0.36 0.10
N 2.80 0.50 1.26
O 1.50 1.26 -0.32
N 0.11 -1.70 -0.27
C -1.19 -1.92 -0.44
C -1.81 -1.77 -1.81
O -1.88 -2.27 0.51
H 1.57 -5.48 -0.25
H 1.75 -3.83 0.38
H 0.15 -4.44 -0.10
H 1.63 -4.66 -2.41
H 0.74 -0.71 -2.00
H 3.14 -0.73 -1.45
H 2.82 -1.69 0.00
H 2.61 1.37 1.74
H 3.40 -0.21 1.63
H 0.42 -1.74 0.69
H -1.62 -0.77 -2.19
H -1.40 -2.52 -2.49
H -2.89 -1.92 -1.73
N -3.24 4.37 2.12
C -2.92 3.24 1.41
O -3.87 2.56 1.07
C -1.46 2.85 1.05
N -1.19 1.49 0.58
C -0.32 3.41 1.90
C -0.53 3.92 0.49
H -4.20 4.40 2.47
H -2.50 4.83 2.63
H -0.38 1.46 -0.06
H -2.02 1.08 0.15
H -0.56 4.07 2.74
H 0.54 2.75 2.07
H 0.19 3.62 -0.28
H -0.93 4.93 0.36
```



DFT (ωB97M-V/def2-TZVPD) results for a gas-phase ion, C4H6NO3 (charge -1) at a distorted geometry.

Its SMILES is C[C@@H](C=O)NC(=O)[O-]. The value obtained for the LUMO energy is 3.9581 eV. The relative energy (zero: lowest compared OMol25 entry of this formula, charge and spin) comes out at 31.1 kcal per mole. The total charge is -1. As for the highest occupied orbital energy: -4.4 eV. The gap between HOMO and LUMO comes out at 0.3075 Ha.

XYZ file:
```
14
C4H6NO3 | OMol25 | ωB97M-V/def2-TZVPD
C -1.54 -0.09 0.40
C -0.12 -0.61 0.09
C 0.03 -0.66 -1.43
O -0.21 -1.67 -2.08
N 0.98 0.03 0.75
C 1.58 1.37 0.46
O 1.27 1.82 -0.65
O 2.34 1.74 1.37
H -1.53 0.98 0.60
H -2.22 -0.15 -0.46
H -2.00 -0.74 1.15
H -0.15 -1.70 0.22
H 0.42 0.18 -2.02
H 1.17 -0.49 1.59
```



DFT (ωB97M-V/def2-TZVPD) results for 11 unconnected molecules or ions with the total composition C51H121N4O8P at a distorted geometry.

Its SMILES is COP(=O)(OC)OC.CNC(C)=O.CNC(C)=O.CNC(C)=O.CNC(C)=O.CCCCCC.CCCCCC.CCCCCC.CCCCCC.CCCCCC.CCCCCC. The value obtained for the LUMO energy is 0.4089 eV. The total charge is 0. As for the highest occupied orbital energy: -9.2 eV. The gap between HOMO and LUMO comes out at 0.3541 Ha.

XYZ file:
```
185
C51H121N4O8P | OMol25 | ωB97M-V/def2-TZVPD
C -9.28 10.36 -1.86
O -10.20 10.12 -2.96
P -10.21 8.87 -3.94
O -11.18 7.80 -3.55
O -10.55 9.51 -5.38
C -11.33 8.70 -6.32
O -8.67 8.30 -3.97
C -8.18 7.09 -3.39
H -8.72 9.48 -1.57
H -9.98 10.70 -1.09
H -8.53 11.10 -2.14
H -11.00 8.82 -7.36
H -12.32 9.15 -6.16
H -11.36 7.64 -6.09
H -7.29 7.45 -2.87
H -7.95 6.51 -4.29
H -8.85 6.67 -2.65
C -9.07 -3.11 13.27
N -9.02 -2.16 12.08
C -8.20 -1.06 12.11
C -8.44 0.01 10.99
O -7.35 -0.89 13.03
H -8.23 -3.80 13.18
H -9.85 -3.86 13.12
H -8.89 -2.69 14.26
H -9.68 -2.30 11.33
H -9.52 0.06 10.86
H -7.99 -0.34 10.06
H -8.00 0.92 11.39
C -0.20 -3.49 5.67
N 1.10 -3.22 5.05
C 2.00 -4.05 4.51
C 3.43 -3.63 4.26
O 1.63 -5.27 4.33
H -0.62 -4.41 5.27
H -0.85 -2.61 5.64
H -0.20 -3.73 6.73
H 1.35 -2.25 5.17
H 4.13 -4.46 4.28
H 3.78 -2.98 5.06
H 3.46 -3.03 3.35
C -12.61 -1.01 -4.48
N -13.18 -2.31 -4.13
C -13.90 -2.52 -3.04
C -14.76 -3.78 -2.98
O -13.90 -1.76 -2.06
H -11.57 -0.87 -4.18
H -13.10 -0.21 -3.93
H -12.73 -0.76 -5.53
H -13.19 -3.05 -4.82
H -13.98 -4.52 -3.19
H -15.35 -3.87 -3.89
H -15.38 -3.99 -2.10
C -1.01 3.04 8.88
N -0.74 4.04 7.84
C -0.18 3.87 6.64
C -0.28 5.05 5.69
O 0.30 2.78 6.36
H -0.38 2.16 8.80
H -2.06 2.75 8.81
H -1.01 3.43 9.90
H -1.07 4.96 8.09
H -0.29 6.06 6.09
H -1.24 5.06 5.18
H 0.54 4.92 4.99
C 4.98 8.44 8.52
C 5.69 7.51 7.51
C 6.95 6.74 8.07
C 7.27 5.48 7.22
C 7.51 5.73 5.76
C 7.51 4.53 4.80
H 4.28 9.12 8.04
H 5.71 9.03 9.06
H 4.50 7.80 9.27
H 4.90 6.85 7.16
H 5.92 8.16 6.66
H 6.83 6.35 9.08
H 7.88 7.30 8.05
H 8.25 5.16 7.59
H 6.66 4.64 7.56
H 6.71 6.34 5.35
H 8.35 6.43 5.67
H 8.18 3.71 5.05
H 6.51 4.09 4.82
H 7.72 4.79 3.76
C -6.68 -6.76 -5.60
C -8.18 -6.84 -5.16
C -8.39 -7.64 -3.87
C -7.64 -7.03 -2.64
C -7.95 -7.87 -1.47
C -9.31 -7.55 -0.81
H -6.64 -6.04 -6.41
H -6.10 -7.67 -5.78
H -6.07 -6.35 -4.79
H -8.70 -5.93 -4.89
H -8.71 -7.25 -6.02
H -8.24 -8.69 -4.11
H -9.46 -7.63 -3.65
H -6.57 -7.10 -2.80
H -8.00 -6.02 -2.44
H -7.97 -8.95 -1.57
H -7.14 -7.69 -0.75
H -10.20 -7.72 -1.42
H -9.56 -8.18 0.04
H -9.35 -6.60 -0.29
C 1.91 -4.93 -5.57
C 3.48 -5.18 -5.76
C 3.97 -6.52 -5.26
C 4.02 -6.59 -3.72
C 4.43 -7.93 -3.11
C 5.92 -8.45 -3.31
H 1.41 -5.71 -6.16
H 1.51 -4.03 -6.05
H 1.63 -5.08 -4.53
H 3.78 -4.89 -6.77
H 3.95 -4.38 -5.19
H 4.95 -6.77 -5.66
H 3.29 -7.32 -5.55
H 4.73 -5.87 -3.30
H 3.06 -6.32 -3.28
H 4.18 -8.08 -2.06
H 3.75 -8.52 -3.73
H 6.01 -8.90 -4.30
H 6.67 -7.68 -3.12
H 6.12 -9.37 -2.75
C 0.86 0.75 -1.23
C -0.63 1.08 -1.34
C -1.59 0.31 -0.38
C -3.07 0.52 -0.88
C -4.16 0.21 0.16
C -4.32 1.36 1.28
H 1.14 -0.30 -1.16
H 1.06 1.15 -0.23
H 1.35 1.28 -2.05
H -0.75 2.16 -1.33
H -1.03 0.90 -2.34
H -1.49 0.76 0.61
H -1.25 -0.72 -0.37
H -3.05 1.57 -1.14
H -3.13 -0.01 -1.83
H -5.11 0.30 -0.36
H -3.92 -0.75 0.63
H -5.12 1.21 2.01
H -3.46 1.33 1.95
H -4.42 2.32 0.77
C 6.47 3.17 -10.74
C 7.41 3.23 -9.55
C 7.95 4.60 -9.18
C 6.99 5.53 -8.53
C 7.49 6.86 -8.18
C 6.48 7.91 -7.74
H 5.61 3.82 -10.58
H 6.10 2.15 -10.90
H 6.98 3.50 -11.64
H 6.82 2.79 -8.74
H 8.30 2.60 -9.54
H 8.18 5.04 -10.15
H 8.87 4.52 -8.60
H 6.20 5.83 -9.22
H 6.48 5.09 -7.67
H 8.26 6.75 -7.42
H 8.08 7.13 -9.05
H 6.87 8.82 -7.27
H 6.13 8.29 -8.70
H 5.64 7.52 -7.17
C 15.68 -4.14 3.01
C 14.34 -4.77 2.57
C 13.97 -4.40 1.11
C 13.24 -3.16 0.94
C 12.95 -2.88 -0.58
C 11.56 -3.43 -1.11
H 15.87 -4.12 4.08
H 15.81 -3.14 2.59
H 16.50 -4.73 2.59
H 14.41 -5.85 2.69
H 13.56 -4.47 3.27
H 13.24 -5.09 0.70
H 14.88 -4.33 0.52
H 12.27 -3.21 1.42
H 13.72 -2.37 1.53
H 12.91 -1.79 -0.65
H 13.78 -3.25 -1.17
H 11.61 -4.51 -1.01
H 10.81 -3.22 -0.35
H 11.38 -3.27 -2.18
```